Record 1
A single C8H12N2O2 molecule, computed with ωB97M-V/def2-TZVPD.

Each line ends with the Mulliken charge.
CARTESIAN COORDINATES (ANGSTROEM)
C: -1.258828 -1.849816 -2.003989  -0.99
C: -0.807123 -1.119561 -0.963659  0.16
C: 0.633914 -0.739205 -0.876580  0.72
O: 1.435819 -1.324220 -1.513268  -0.60
O: 0.854114 0.325996 -0.157069  -0.26
C: 2.211507 0.831219 -0.166217  -0.34
C: 2.241141 2.337118 -0.613619  -1.09
C: -1.752925 -0.910516 0.355420  0.27
C: -2.208034 0.535600 0.092619  -1.04
N: -1.449093 -1.127290 1.972092  -0.54
C: -0.506036 -1.161021 2.733113  0.51
N: 0.285883 -1.207261 3.581981  -0.50
H: -0.564940 -2.283791 -2.727359  0.36
H: -2.363129 -2.010276 -1.998182  0.25
H: 2.709631 0.843853 0.825766  0.30
H: 2.801777 0.179902 -0.834316  0.36
H: 1.917924 2.514148 -1.713851  0.26
H: 1.442517 2.765777 -0.037432  0.29
H: 3.180058 2.674220 -0.306004  0.42
H: -2.643192 -1.452676 0.116443  0.25
H: -1.752842 0.793196 -0.867575  0.34
H: -1.697888 1.141053 0.791430  0.30
H: -3.252511 0.738726 0.016792  0.31
H: 0.542254 -0.495174 4.293465  0.28

Forces on atoms 1 to 2 (eV/Å):
-0.528 0.698 1.539
-0.387 -2.323 2.639

## Properties
E_HOMO	-9.503	eV
total charge	0
largest force on an atom	0.1280	Eh/bohr
SMILES string	C=C(C(=O)OCC)[C@H](C)N=C=N
lowest unoccupied orbital energy	0.626	eV
M	168.20	g mol⁻¹
HOMO-LUMO gap	10.130	eV



Record 2
2 unconnected molecules or ions with the total composition C8H12N2S, computed with ωB97M-V/def2-TZVPD.

Each line ends with the Mulliken charge.
CARTESIAN COORDINATES (ANGSTROEM)
C: -0.712268 -1.359601 -0.868160  -0.48
C: -0.135675 0.898904 -1.372587  -0.70
C: -0.709990 -0.994355 0.472543  -0.29
C: -0.242389 1.245257 -0.038793  -0.48
C: -0.448427 -0.374303 -1.842885  0.79
C: -0.565095 0.319561 0.972818  0.45
C: -0.717873 -0.566233 -3.263837  -1.28
C: -0.561440 0.723013 2.357946  -0.32
N: 2.077517 -0.092145 1.811259  -0.47
N: 1.305820 0.248973 2.870868  -0.31
S: -0.692309 2.463697 2.735778  -0.29
H: -0.940635 -2.495067 -1.076695  0.21
H: 0.400027 1.592979 -2.009304  0.30
H: -0.687460 -1.960282 1.084066  0.22
H: 0.139869 2.171480 0.257590  0.38
H: -1.651830 -1.174569 -3.665983  0.27
H: -0.633026 0.372501 -3.846069  0.33
H: 0.181286 -1.061869 -3.648876  0.33
H: -1.148202 0.110228 3.006826  0.46
H: 2.003568 -0.936489 1.199856  0.25
H: 2.215751 0.641334 1.142356  0.26
H: 1.238132 -0.570491 3.477781  0.23
H: -0.121065 2.560998 3.930589  0.13

Forces on atoms 1 to 2 (eV/Å):
-0.206 -0.717 -0.479
0.679 -0.154 0.427

## Properties
E_HOMO (spin up / spin down)	-7.583 / -7.584	eV
total charge	0
largest force on an atom	0.0648	Eh/bohr
lowest unoccupied orbital energy (spin up / spin down)	0.528 / 0.527	eV
M	168.27	g mol⁻¹
HOMO-LUMO gap (spin up / spin down)	8.111 / 8.112	eV